1.
2
Properties=species:S:1:pos:R:3 method="wB97M-V/def2-TZVPD" charge=0 spin_multiplicity=1 homo_ev=-9.435 de_lowest_kcal_mol=171.62
S 0.00 0.00 1.78
S 0.00 0.00 -1.78



2.
12
Properties=species:S:1:pos:R:3 method="wB97M-V/def2-TZVPD" charge=+1 spin_multiplicity=2 homo_ev="-11.083 / -11.454" de_lowest_kcal_mol=74.07
C -0.90 -0.31 0.05
O -1.67 -0.97 0.73
O -0.57 0.95 0.30
C 0.31 1.34 -0.70
O -0.66 -0.53 -1.29
C 0.08 0.53 -1.75
Yb -3.11 -1.21 2.71
H 0.54 0.45 -2.73
H 0.69 2.36 -0.64
O 1.56 -1.17 0.95
H 1.65 -1.00 1.89
H 2.08 -0.44 0.48



3.
19
Properties=species:S:1:pos:R:3 method="wB97M-V/def2-TZVPD" charge=0 spin_multiplicity=1 smiles="CC(C)CC=O.O" homo_ev=-9.435 de_lowest_kcal_mol=38.85
O 2.33 -1.28 -0.33
C 1.36 -0.71 0.11
C -0.07 -1.15 0.08
C -1.16 -0.02 -0.18
C -2.46 -0.78 -0.41
C -1.29 0.80 1.08
H 1.50 0.24 0.69
H -0.19 -1.98 -0.63
H -0.38 -1.45 1.07
H -0.90 0.53 -1.10
H -3.18 -0.21 -1.01
H -2.87 -1.07 0.56
H -2.41 -1.70 -0.96
H -1.01 0.26 2.00
H -0.65 1.66 1.19
H -2.32 1.00 1.34
H 0.82 2.86 -0.92
H 2.37 2.13 -0.60
O 1.45 2.38 -0.39



4.
13
Properties=species:S:1:pos:R:3 method="wB97M-V/def2-TZVPD" charge=0 spin_multiplicity=1 homo_ev=-8.452 de_lowest_kcal_mol=52.79
C 0.55 1.07 0.69
C -0.20 1.12 -0.47
C -0.61 -0.11 -1.06
H 0.44 -0.71 1.77
H 1.16 0.41 2.47
H 0.67 2.14 1.14
H -0.48 2.03 -1.04
H 0.83 -1.28 0.16
H -0.38 -2.25 -0.50
H -1.49 -1.19 -2.33
N 1.12 0.14 1.56
N -0.08 -1.27 -0.29
N -1.54 -0.10 -2.09



5.
68
Properties=species:S:1:pos:R:3 method="wB97M-V/def2-TZVPD" charge=+2 spin_multiplicity=2 homo_ev="-14.667 / -14.668"
V 0.30 0.28 0.17
C 2.20 3.25 -0.35
C 0.89 3.23 0.35
C 0.19 4.26 0.95
C -0.99 3.70 1.46
C -2.09 4.37 2.20
N -0.98 2.39 1.18
N 0.17 2.09 0.51
B -2.07 1.28 1.35
N -1.43 0.18 2.22
N -0.09 0.03 2.08
C 0.41 -0.54 3.20
C 1.85 -0.63 3.53
C -0.67 -0.84 4.02
C -1.82 -0.38 3.38
C -3.24 -0.49 3.80
N -2.31 0.72 -0.07
N -1.28 0.58 -0.95
C -1.81 0.51 -2.19
C -1.07 0.52 -3.48
C -3.20 0.56 -2.08
C -3.48 0.68 -0.73
C -4.81 0.73 -0.06
H 2.69 4.20 -0.21
H 2.04 3.11 -1.42
H 2.85 2.44 0.01
H 0.49 5.29 1.01
H -1.78 5.37 2.48
H -2.34 3.81 3.11
H -2.99 4.43 1.60
H -3.06 1.69 1.84
H 2.47 -0.15 2.78
H 2.18 -1.65 3.69
H 2.02 -0.11 4.48
H -0.62 -1.33 4.98
H -3.32 -1.08 4.70
H -3.82 -0.98 3.01
H -3.68 0.49 3.98
H -0.34 1.32 -3.49
H -1.78 0.69 -4.29
H -0.56 -0.43 -3.66
H -3.91 0.53 -2.89
H -5.59 0.68 -0.81
H -4.94 1.64 0.53
H -4.92 -0.12 0.61
O 1.81 -3.29 -6.35
C 2.00 -3.10 -5.05
C 2.35 -4.10 -4.15
C 2.55 -3.76 -2.83
N 2.42 -2.52 -2.35
C 2.10 -1.59 -3.22
Br 2.06 0.22 -2.58
C 1.87 -1.80 -4.56
H 1.93 -4.21 -6.62
H 2.48 -5.13 -4.47
H 2.84 -4.53 -2.12
H 1.62 -0.99 -5.24
O 0.08 -1.89 -0.18
C 1.26 -1.85 0.19
C 2.16 -2.86 0.85
C 3.53 -2.18 0.82
C 3.23 -0.71 0.55
O 3.96 0.23 0.57
N 1.85 -0.62 0.25
H 2.10 -3.83 0.37
H 1.79 -3.00 1.87
H 4.13 -2.54 -0.02
H 4.12 -2.31 1.72



6.
8
Properties=species:S:1:pos:R:3 method="wB97M-V/def2-TZVPD" charge=0 spin_multiplicity=3 homo_ev="-6.889 / -11.491" de_lowest_kcal_mol=94.95
C 1.64 0.94 0.02
N 1.91 2.03 -0.13
N -1.19 0.19 -0.05
O -0.75 -2.24 -0.08
O 1.29 -0.63 0.26
S -0.16 -1.05 -0.63
H -0.76 1.01 0.29
H -1.99 -0.23 0.32



7.
16
Properties=species:S:1:pos:R:3 method="wB97M-V/def2-TZVPD" charge=0 spin_multiplicity=1 smiles=NC[C@@H](N)CS homo_ev=-8.663 de_lowest_kcal_mol=19.74
N 0.38 1.09 1.06
C -0.01 0.27 -0.08
C 1.23 -0.13 -0.89
S 1.68 1.01 -2.21
C -0.69 -1.04 0.42
N -2.14 -1.07 0.72
H 1.22 1.45 1.43
H 2.12 1.98 -1.45
H -0.44 1.47 1.49
H -0.78 0.82 -0.64
H 1.20 -1.12 -1.32
H 2.05 -0.21 -0.16
H -0.63 -1.73 -0.43
H -0.10 -1.41 1.26
H -2.61 -1.24 -0.16
H -2.47 -0.13 0.96



8.
16
Properties=species:S:1:pos:R:3 method="wB97M-V/def2-TZVPD" charge=0 spin_multiplicity=1 smiles="C1=NCC2(COC2)N1" homo_ev=-8.977 de_lowest_kcal_mol=49.33
C 1.41 -0.12 -0.95
C 1.09 0.00 1.08
C 0.17 -0.06 -0.09
C -0.70 1.19 -0.22
C -1.96 -0.55 0.10
H 1.60 -1.10 -1.34
H 1.58 0.66 -1.69
H 0.95 0.83 1.82
H 1.04 -0.97 1.55
H -0.45 2.03 0.42
H -0.70 1.53 -1.30
H -2.88 -1.09 0.28
H -0.56 -2.09 0.16
N -2.05 0.73 0.16
N -0.79 -1.13 -0.20
O 2.26 0.13 0.23



9.
32
Properties=species:S:1:pos:R:3 method="wB97M-V/def2-TZVPD" charge=+1 spin_multiplicity=1 homo_ev=-11.900 de_lowest_kcal_mol=89.44
C -0.09 -0.31 -0.50
C -0.64 1.06 -0.58
C 2.75 -2.09 0.65
C -3.17 1.33 -0.36
C 1.50 -2.09 -0.29
C -4.20 0.42 0.27
C 2.28 0.18 0.11
C 2.66 1.20 -0.99
C -1.60 0.96 1.64
N 3.38 -0.78 0.37
N -1.77 1.12 0.22
N 1.09 -0.70 -0.23
O -2.90 -1.52 -0.83
S -4.09 -1.20 -0.10
H 0.12 1.84 -0.40
H -0.82 1.36 -1.59
H 2.46 -2.09 1.78
H 3.40 -2.95 0.44
H -3.34 0.99 -1.38
H -3.39 2.39 -0.25
H 1.89 -2.41 -1.30
H 0.69 -2.73 0.08
H -0.79 -1.12 -0.53
H -5.02 0.65 0.87
H 1.93 0.59 1.18
H 3.48 0.62 -1.54
H 3.23 1.89 -0.44
H 1.86 1.59 -1.68
H -1.43 -0.10 1.90
H -0.78 1.66 1.89
H -2.64 1.05 2.07
H 3.97 -0.80 -0.48



10.
36
Properties=species:S:1:pos:R:3 method="wB97M-V/def2-TZVPD" charge=-2 spin_multiplicity=6 homo_ev="0.425 / 0.387" de_lowest_kcal_mol=0.00
C 1.49 -1.96 0.15
C 1.56 -1.76 -1.28
C 0.22 -1.74 -1.80
H 2.45 -1.73 -1.90
C -0.66 -2.06 -0.71
C 0.10 -2.13 0.50
H -0.28 -2.41 1.49
H 2.32 -2.16 0.82
H -0.06 -1.61 -2.85
H -1.71 -2.31 -0.83
Mn 0.52 -0.03 -0.53
Cl 2.03 1.23 -1.61
C 0.75 2.43 -4.10
C -0.48 1.79 -4.43
C -0.17 0.54 -5.05
H -1.47 2.19 -4.26
C 1.25 0.42 -5.10
C 1.82 1.58 -4.52
H 2.87 1.79 -4.41
H 0.85 3.40 -3.62
H -0.88 -0.17 -5.44
H 1.81 -0.40 -5.54
O -2.65 1.03 1.25
C -1.49 0.86 1.62
O -0.37 0.88 0.94
C -1.20 0.64 3.09
C 0.08 0.23 3.50
C 0.31 -0.21 4.80
C -0.69 -0.15 5.78
C -1.93 0.37 5.39
C -2.21 0.75 4.07
H 0.89 0.22 2.78
H 1.29 -0.64 5.03
H -0.50 -0.52 6.80
H -2.69 0.47 6.17
H -3.18 1.17 3.81



11.
51
Properties=species:S:1:pos:R:3 method="wB97M-V/def2-TZVPD" charge=0 spin_multiplicity=1 homo_ev=-6.794 de_lowest_kcal_mol=17.86
Cu 1.11 -1.19 -0.43
S 2.79 0.16 -0.74
C 2.09 1.76 -0.46
C 2.90 2.82 -0.02
C 2.34 4.00 0.39
C 0.97 4.29 0.13
C 0.19 3.25 -0.30
C 0.71 1.93 -0.49
As -0.37 0.35 -0.62
C -1.84 0.33 0.83
C -1.80 1.11 1.95
C -2.96 1.06 2.77
C -3.96 0.15 2.54
C -3.91 -0.76 1.48
C -2.84 -0.63 0.62
C -1.24 0.72 -2.27
C -0.87 1.85 -3.02
C -1.70 2.26 -4.12
C -2.55 1.33 -4.67
C -2.76 0.09 -4.04
C -2.03 -0.22 -2.88
H 3.95 2.67 0.02
H 2.95 4.71 1.00
H 0.54 5.30 0.12
H -0.89 3.34 -0.23
H -1.09 1.88 2.27
H -3.01 1.75 3.59
H -4.82 0.08 3.20
H -4.71 -1.47 1.38
H -2.50 -1.36 -0.14
H -0.18 2.68 -2.76
H -1.65 3.28 -4.45
H -3.07 1.61 -5.61
H -3.36 -0.64 -4.55
H -2.27 -1.12 -2.37
C 1.95 -1.18 2.70
C 1.06 -2.42 2.69
S 1.18 -3.64 1.20
O 0.58 -3.00 -0.09
C 3.01 -3.68 0.86
C 3.25 -4.50 -0.38
H 2.42 -1.06 3.76
H 1.58 -0.21 2.51
H 2.82 -1.24 2.01
H 0.00 -2.13 2.71
H 1.37 -3.14 3.46
H 3.45 -4.23 1.76
H 3.37 -2.60 0.80
H 3.08 -5.57 -0.11
H 4.24 -4.39 -0.81
H 2.50 -4.37 -1.20



12.
7
Properties=species:S:1:pos:R:3 method="wB97M-V/def2-TZVPD" charge=0 spin_multiplicity=1 homo_ev="-8.461 / -9.739" de_lowest_kcal_mol=138.88
C -0.11 -0.03 0.15
C -0.87 -0.65 1.10
C 1.18 0.75 -1.46
Br -1.06 -2.55 1.28
H -1.43 -0.09 1.82
H 1.86 1.33 -0.86
H 0.43 1.24 -2.04



- Look up the charge of the eighth one.
  0